Formula: C5H8N2O
Source: the OMol25 dataset
Level of theory: wB97M-V/def2-TZVPD

Each line ends with the natural charge from an NBO analysis.
Atoms and positions in Å:
1 C 0.1665 0.6311 0.5491  -0.124
2 C -0.6817 1.8748 0.5580  -0.631
3 C -0.0200 -0.6247 -1.8838  -0.663
4 C -0.1061 -0.3638 1.5966  0.736
5 C 0.6094 -0.2873 -0.5867  0.385
6 N 0.7469 -1.6023 0.7846  -0.865
7 N 1.4702 0.5946 -0.1385  -0.494
8 O -1.0227 -0.6146 2.2997  -0.513
9 H 0.3577 -2.5234 0.9337  0.387
10 H 1.7542 -1.5878 0.8682  0.398
11 H -1.0447 2.1459 1.5521  0.232
12 H -1.5539 1.7263 -0.0792  0.213
13 H -0.1363 2.7474 0.1984  0.230
14 H -0.5188 0.2533 -2.2928  0.247
15 H -0.7644 -1.4157 -1.7689  0.228
16 H 0.7438 -0.9539 -2.5906  0.234

The calculation puts the energy above the lowest of the compared OMol25 structures with the same formula, charge and spin at 85.3 kcal per mole. The value obtained for the LUMO energy is 0.0228 Eh. The calculation puts the HOMO-LUMO gap at 9.03 eV. The value obtained for the total energy is -379.95225 a.u. As for the multiplicity: 1.